DFT (ωB97M-V/def2-TZVPD) results for a molecular structure, C16H28ClIrN2O8P2.

Its HOMO-LUMO gap is 7.02 eV. The total energy is -2585.3860 Ha. As for the total charge: 0.

Each line ends with the Mulliken charge.
CARTESIAN COORDINATES (ANGSTROEM)
Ir1 0.28846 -0.09708 -0.62739  3.86
N1 -1.91947 1.08099 -4.55689  -0.18
C1 -1.52043 -0.05000 -3.63597  0.70
C2 -1.65425 -1.38594 -4.34792  -1.89
P1 -2.52470 0.17800 -2.10429  0.74
O1 -3.75289 -0.83054 -2.28934  -0.55
O2 -2.94053 1.59753 -2.16048  -0.89
O3 -1.70638 -0.42587 -0.96638  -0.66
P2 0.26451 0.33198 -3.29189  0.72
O4 0.75701 -1.01625 -2.61604  -0.82
O5 0.79604 0.78425 -4.59381  -0.93
O6 0.33941 1.32245 -2.09426  -0.90
H1 -2.68324 0.81452 -5.17554  0.35
H2 -1.08196 1.35427 -5.09582  0.37
H3 -2.25563 1.83551 -3.92672  0.35
H4 -2.68642 -1.55446 -4.66287  0.48
H5 -1.37874 -2.18454 -3.66288  0.34
H6 -0.99041 -1.43772 -5.21286  0.45
H7 -3.86108 -1.41763 -1.53110  0.32
H8 1.99441 -1.06821 -2.38701  0.46
Cl1 4.82564 0.44158 1.16677  -0.17
C3 4.63431 -0.00578 -0.53162  -0.59
C4 3.20682 -0.29024 -0.92706  0.63
O7 3.07914 -0.97909 -1.98932  -0.64
O8 2.28501 0.19212 -0.23729  -0.88
H9 5.23828 -0.88251 -0.74502  0.38
H10 4.98818 0.81934 -1.14844  0.31
C5 0.49186 -3.89271 1.20333  -1.46
C6 0.21518 -2.62791 1.97191  -0.57
C7 0.00753 -2.64469 3.34726  -0.96
C8 -0.24558 -1.45829 4.03003  0.36
C9 -0.47754 -1.47980 5.51858  -1.55
C10 -0.29286 -0.24205 3.36256  -1.08
C11 -0.07568 -0.17332 1.97335  1.44
C12 0.17000 -1.40705 1.32534  -0.76
N2 -0.08273 0.85425 1.09244  -0.91
C13 -0.10527 2.31420 1.24826  1.84
C14 -1.27870 2.87374 0.44466  -1.53
C15 1.20847 2.89840 0.71516  -1.59
C16 -0.25772 2.74045 2.70613  -2.40
H11 0.42333 -4.76424 1.85201  0.40
H12 1.49354 -3.87646 0.76792  0.30
H13 -0.22136 -4.02166 0.38636  0.31
H14 0.04071 -3.58619 3.88164  0.26
H15 -0.45168 -2.49684 5.90769  0.37
H16 -1.44656 -1.04454 5.76845  0.34
H17 0.28564 -0.89836 6.03883  0.32
H18 -0.51165 0.64496 3.93192  0.50
H19 0.38172 -1.63638 0.20438  1.55
H20 -1.18279 2.62843 -0.61135  0.19
H21 -1.31836 3.96113 0.54122  0.51
H22 -2.22065 2.45568 0.80331  0.33
H23 1.33692 2.66701 -0.34105  0.11
H24 2.05888 2.49373 1.26612  0.32
H25 1.20007 3.98527 0.82466  0.57
H26 -1.21354 2.41921 3.12070  0.40
H27 -0.22672 3.83017 2.74633  0.52
H28 0.55444 2.35719 3.32326  0.50